# 1
The following is a DFT calculation (ωB97M-V with the def2-TZVPD basis set) of a molecular structure, C16H20Br2CeN2O5.

Each line ends with the Löwdin charge.
Atoms and positions in Å:
Ce 0.660 0.472 -0.346  1.7379
Br -0.947 -2.168 5.751  1.0675
Br -5.323 -4.185 -0.033  1.0758
O 2.916 0.236 -0.647  -0.3612
O -0.435 -0.497 -1.757  -0.1459
O 1.596 2.310 -1.394  -0.2672
O -0.031 -1.668 -1.023  -0.1043
O -0.871 2.301 -0.525  -0.3271
N -1.180 -2.347 -0.679  0.0098
N -0.278 -0.489 1.505  -0.0820
C -2.242 2.216 -0.093  0.0405
C -1.840 -2.838 -1.765  0.0884
C -0.617 -1.526 4.064  -0.6283
C 0.052 -0.320 3.913  -0.0128
C 0.772 3.411 -1.850  -0.0583
C -2.951 -2.799 0.731  0.0121
C -3.668 -3.435 -0.329  -0.5915
C -1.109 -2.207 2.934  0.0216
C 3.735 1.391 -1.018  -0.0764
C -0.991 -1.622 1.675  -0.1486
C -0.367 3.597 -0.891  -0.0816
C 0.256 0.108 2.609  -0.0575
C -1.738 -2.243 0.566  -0.0944
C 3.692 -1.045 -0.500  0.0947
C 2.922 2.167 -1.944  -0.0831
C -3.063 -3.423 -1.595  0.0044
H -1.575 -3.159 3.085  0.1357
H -1.302 -2.784 -2.714  0.1853
H 1.405 4.265 -1.901  0.1582
H 4.606 1.020 -1.514  0.1593
H 2.887 1.728 -2.957  0.1850
H -2.896 2.555 -0.890  0.1345
H -1.099 4.209 -1.401  0.1716
H 0.001 4.088 0.018  0.1677
H -2.337 2.786 0.814  0.1275
H 4.390 -1.067 -1.333  0.1307
H 0.844 1.023 2.395  0.1417
H -2.400 1.139 0.038  0.1009
H 4.024 1.847 -0.095  0.1632
H 0.444 3.194 -2.861  0.1683
H -3.561 -3.865 -2.429  0.1429
H 3.371 3.136 -2.025  0.1673
H 4.164 -1.010 0.458  0.1185
H -3.368 -2.816 1.753  0.1540
H 0.453 0.213 4.751  0.1399
H 3.002 -1.894 -0.551  0.1154

As for the LUMO energy: -15.63 eV. As for the molar mass: 620.27 Da. The largest force on an atom comes out at 2.10 eV/A. As for the charge: +4. As for the energy above the lowest of the compared OMol25 structures with the same formula, charge and spin: 1.1 kJ/mol.



# 2
The following is a DFT calculation (ωB97M-V with the def2-TZVPD basis set) of 2 unconnected molecules or ions with the total composition C16H20ClFNO4PS.

Each line ends with the Löwdin charge.
Atoms and positions in Å:
Cl -3.999 -4.116 -2.377  0.6090
S 3.913 2.787 0.924  0.8089
P -0.886 1.361 0.440  0.8968
F -6.235 1.836 0.609  0.0055
O -3.585 2.366 -0.889  0.0560
O -5.949 -1.718 -2.847  0.0331
O 0.194 2.071 -0.703  -0.3439
O 3.296 1.601 1.597  -0.5750
N 0.059 0.900 1.885  -0.1852
C -3.106 -2.712 -1.653  -0.4925
C -3.140 -0.128 -0.825  -0.0327
C -3.859 -1.376 -1.460  -0.0553
C -0.891 -1.557 -0.537  -0.1110
C 1.549 -2.500 -1.165  -0.2160
C 0.640 -1.732 -0.040  -0.3290
C 0.728 -2.550 1.362  -0.0830
C -1.616 -2.789 -1.190  -0.0001
C -5.413 -1.180 -1.855  -0.2850
C 2.907 -1.657 -1.375  -0.1123
C 5.503 3.097 1.717  -0.2717
C -5.566 0.949 -0.295  -0.0865
C -4.021 1.217 -0.683  -0.2435
C 3.089 4.260 1.564  -0.2611
C -6.218 -0.179 -0.877  0.0863
C -1.649 -0.212 -0.359  -0.2154
H 3.170 -1.040 -0.434  0.0790
H 0.447 -3.659 1.234  0.0865
H 2.723 -0.942 -2.262  0.0826
H 1.754 -2.431 1.864  0.0938
H 0.918 -2.504 -2.119  0.1013
H 1.718 -3.557 -0.750  0.1076
H 5.375 3.162 2.800  0.0585
H 5.929 4.026 1.333  0.0530
H 3.108 4.255 2.655  0.0605
H -7.314 -0.403 -0.663  0.1325
H 1.063 -0.678 0.116  0.0914
H 1.076 0.876 1.665  -0.0004
H 0.155 1.555 -1.540  0.0492
H -0.037 -2.123 2.116  0.0714
H 6.173 2.269 1.482  0.0498
H 2.054 4.252 1.220  0.0492
H 3.589 5.152 1.183  0.0541
H -0.284 -0.046 2.118  0.0006
H -1.092 -3.789 -1.351  0.1056
H 3.732 -2.417 -1.635  0.0773

As for the LUMO energy: -1.36 eV. As for the molar mass: 407.83 Da. The largest force on an atom comes out at 4.39 eV/A. As for the charge: 0.



# 3
The following is a DFT calculation (ωB97M-V with the def2-TZVPD basis set) of a molecular structure, C16H20CuN4S3Se2.

Each line ends with the Löwdin charge.
Atoms and positions in Å:
Se 3.546 1.019 1.621  0.7518
Se 2.554 -1.347 3.798  0.8508
Cu 0.906 0.217 -0.250  -0.0502
S -1.251 0.175 2.048  0.0143
S -1.432 2.096 1.351  0.4442
S 1.749 2.077 -0.630  -0.0902
N -2.598 -1.222 -5.652  0.1480
N -2.947 0.782 -0.358  0.0205
N -3.199 -4.296 -3.086  0.1462
N -2.604 3.022 -0.818  0.0171
C 2.578 -2.276 5.509  -0.4573
C 4.109 -0.242 4.240  -0.5944
C -0.482 -0.267 -3.056  -0.0298
C -1.544 -2.379 -2.477  -0.2026
C -3.204 2.873 -2.135  -0.1698
C -0.100 -1.318 -0.901  -0.1873
C -2.022 -1.292 -4.660  -0.1925
C -0.930 -2.388 -1.225  -0.0426
C -3.800 0.558 -1.520  -0.1470
C 4.802 0.339 3.016  -0.5754
C -4.351 1.883 -2.021  -0.1583
C -2.395 1.935 -0.044  -0.7386
C -2.461 -3.453 -2.828  -0.1862
C 0.078 -0.351 -1.795  -0.2383
C 4.640 0.263 0.199  -0.4330
C -1.320 -1.327 -3.387  -0.2236
H 4.205 0.608 -0.734  -0.0300
H 5.429 -0.418 2.549  0.0481
H -2.467 2.507 -2.858  0.1234
H 1.743 -2.974 5.509  0.0051
H 5.665 0.617 0.299  0.0161
H 3.508 -2.827 5.643  0.0095
H -3.225 0.076 -2.309  0.0977
H -4.831 1.740 -2.989  0.1176
H -1.987 3.800 -0.647  0.1306
H 2.446 -1.571 6.329  0.0143
H 3.767 0.546 4.911  0.0580
H -2.713 0.036 0.309  0.0232
H -1.138 -3.213 -0.551  0.1079
H 4.779 -0.901 4.792  0.0508
H 5.429 1.178 3.320  0.0478
H -5.091 2.272 -1.318  0.1198
H -3.551 3.850 -2.467  0.1187
H 4.615 -0.823 0.261  0.0216
H -4.600 -0.121 -1.230  0.1270
H -0.304 0.539 -3.757  0.1167

As for the LUMO energy (spin up / spin down): 2.45 / 2.45 eV. As for the molar mass: 586.03 Da. The largest force on an atom comes out at 0.78 eV/A. As for the charge: -1.